[1]
C29H34N3O2PSY | ωB97M-V/def2-TZVPD

```
71
Properties=species:S:1:pos:R:3:forces:R:3:lowdin_charge:R:1
Y 0.680259 0.775870 0.299761 -0.23 1.30 0.50 1.490
C 3.503111 1.976263 -0.641294 0.15 -0.30 -0.02 -0.058
C 3.847013 0.593212 -1.192811 -0.03 0.01 -0.01 -0.374
C 3.158356 0.341956 -2.531829 0.05 0.01 0.03 -0.031
C 3.565819 -0.512608 -0.163221 0.02 -0.04 -0.09 -0.256
C 4.247938 -1.844276 -0.492537 0.04 0.04 0.02 -0.017
O 3.147171 -2.746949 -0.725782 -0.03 -0.03 -0.06 0.057
C 2.010915 -2.150185 -0.464324 0.00 0.07 0.02 -0.279
N 2.113525 -0.889828 -0.101131 0.29 -0.46 -0.19 -0.033
C 0.824854 -3.025578 -0.592114 0.01 -0.06 0.01 -0.111
C 1.123675 -4.393851 -0.674058 0.05 0.07 0.01 0.025
C 0.131484 -5.352446 -0.770009 -0.07 0.01 0.00 -0.003
C -1.196522 -4.964111 -0.782867 0.03 -0.05 0.00 -0.002
C -1.513258 -3.616581 -0.703440 0.01 0.04 0.02 -0.072
C -0.531193 -2.633399 -0.614983 -0.09 0.08 -0.01 -0.290
P -1.229278 -0.943404 -0.509765 -0.35 -0.79 -0.21 1.002
C -2.231608 -0.662243 -1.980397 0.14 0.07 -0.04 -0.381
C -2.162584 -1.506817 -3.087588 -0.01 0.01 0.03 -0.072
C -2.917557 -1.220003 -4.215670 -0.02 0.01 -0.01 -0.037
C -3.732567 -0.097762 -4.244632 0.01 -0.02 -0.01 -0.032
C -3.785281 0.757734 -3.150757 -0.01 0.03 0.03 -0.049
C -3.029239 0.485872 -2.023474 0.04 0.00 -0.02 -0.120
C -2.297325 -1.058284 0.958213 0.09 0.01 -0.02 -0.385
C -3.677916 -0.884336 0.943977 0.00 0.05 -0.01 -0.063
C -4.398140 -1.038443 2.121899 -0.01 0.02 -0.01 -0.034
C -3.750046 -1.364176 3.305262 0.00 0.00 0.02 -0.037
C -2.371327 -1.545000 3.322890 -0.02 0.02 0.00 -0.060
C -1.647561 -1.388910 2.152192 0.03 -0.01 0.00 -0.139
H 3.811393 2.755558 -1.337537 -0.09 0.04 0.00 0.112
H 3.983230 2.167375 0.320421 -0.05 0.02 0.02 0.102
H 2.414379 2.118748 -0.525960 0.04 0.25 -0.11 0.007
H 4.928012 0.578856 -1.356583 0.01 0.01 0.04 0.159
H 2.069248 0.472356 -2.466869 0.00 -0.01 -0.01 0.071
H 3.342948 -0.664343 -2.910721 -0.02 0.00 0.00 0.098
H 3.516106 1.043668 -3.283684 -0.01 0.00 0.00 0.105
H 3.883620 -0.164721 0.823150 -0.01 -0.02 0.01 0.137
H 4.841443 -2.247426 0.324364 -0.01 -0.01 0.00 0.151
H 4.850223 -1.814356 -1.398067 -0.02 -0.01 -0.01 0.148
H 2.153952 -4.712498 -0.652395 0.00 -0.01 0.00 0.133
H 0.400598 -6.397829 -0.829872 0.00 0.00 0.00 0.133
H -1.985735 -5.700575 -0.852659 0.00 0.00 0.00 0.133
H -2.556212 -3.322737 -0.714204 -0.01 -0.01 0.01 0.125
H -1.533858 -2.387041 -3.075716 -0.01 0.00 -0.01 0.107
H -2.871911 -1.878966 -5.071923 0.00 0.00 0.00 0.124
H -4.328691 0.113188 -5.122058 0.01 0.00 0.00 0.126
H -4.419460 1.633462 -3.177327 0.00 0.00 0.00 0.120
H -3.075259 1.157233 -1.172119 -0.01 0.01 0.00 0.102
H -4.195689 -0.651365 0.022956 -0.01 -0.02 0.00 0.107
H -5.473090 -0.918372 2.111117 0.00 0.00 -0.01 0.125
H -4.322915 -1.498744 4.212984 0.00 0.00 0.00 0.124
H -1.872363 -1.836298 4.238005 0.00 0.00 0.00 0.120
H -0.578427 -1.598621 2.158099 -0.01 0.00 0.01 0.099
N 0.342699 1.765034 4.624983 0.00 -0.03 0.04 0.118
C 1.688872 1.493242 4.612217 0.04 0.02 -0.05 -0.024
C 1.965308 1.074142 3.353442 -0.02 -0.06 0.03 -0.105
N 0.795748 1.080188 2.600730 0.02 0.04 0.09 -0.100
C -0.162204 1.508544 3.417800 0.03 -0.04 0.01 -0.163
H -0.182746 2.088429 5.425490 -0.01 -0.01 -0.01 0.186
H 2.318527 1.617376 5.475911 -0.02 0.00 0.02 0.143
H 2.911209 0.747881 2.954836 0.00 0.01 -0.01 0.107
H -1.206472 1.612948 3.170062 -0.01 0.01 0.02 0.147
C -1.290492 5.154079 0.160641 0.00 -0.05 -0.01 -0.211
S 0.128881 4.291033 0.802813 -0.05 0.12 -0.10 0.951
C 1.418630 5.197281 -0.029444 -0.02 -0.02 0.00 -0.214
O 0.099910 2.907150 0.092390 0.14 -0.32 0.02 -0.708
H -1.288376 6.147665 0.611368 0.00 0.00 -0.01 0.085
H -2.182613 4.616392 0.475224 0.01 0.00 0.03 0.071
H -1.231625 5.216816 -0.924447 0.01 -0.01 -0.01 0.082
H 1.393261 6.220816 0.347163 0.00 0.00 0.00 0.087
H 1.242233 5.175912 -1.103834 0.00 0.00 0.00 0.084
H 2.375007 4.746807 0.227751 0.00 0.00 0.02 0.057
```
Forces are in eV/Å.

Summary:
**Multiplicity**: 1
**Frontier orbital gap**: 8.09 eV
**HOMO level**: -16.488 eV
**Net charge**: +3



[2]
C29H35AsBCoN3O3P | ωB97M-V/def2-TZVPD

```
74
Properties=species:S:1:pos:R:3:forces:R:3:lowdin_charge:R:1
Co 0.210057 -0.464188 -0.256367 -1.86 0.97 -0.20 0.623
C -4.254679 -0.412200 2.562660 -0.30 -0.17 0.44 -0.026
O -3.573562 0.105944 1.429203 0.43 -0.03 -0.55 0.025
C -2.534876 -0.508033 0.891244 -0.33 -0.36 0.59 -0.553
O -1.893884 0.060923 0.023730 0.70 0.35 -0.69 0.004
N -2.187989 -1.748761 1.326324 -0.14 -0.27 0.10 0.049
N -1.057931 -2.346318 0.738408 0.00 0.32 -0.19 0.068
H -5.010911 0.333808 2.804330 0.12 -0.13 0.00 0.110
H -3.570878 -0.524463 3.408543 -0.04 -0.01 -0.09 0.098
H -4.757265 -1.357047 2.336796 0.05 0.06 -0.02 0.103
H -2.816235 -2.321964 1.876779 0.13 0.21 -0.09 0.154
H -1.317795 -3.033022 0.031050 -0.04 0.10 0.14 0.127
H -0.481414 -2.791002 1.450697 -0.06 0.18 0.02 0.103
O 0.043424 1.235974 -1.714541 0.08 -0.50 0.59 -0.046
H 0.284166 1.046909 -2.625371 0.03 0.01 -0.25 0.088
H -0.875047 1.528102 -1.705091 -0.14 0.02 -0.15 0.069
B 3.308969 -3.403696 -1.638473 0.37 -0.62 -0.32 -0.401
C 2.242121 -2.383754 -1.297663 -0.76 0.74 0.25 -0.172
N 1.408016 -1.625205 -0.994641 1.38 -1.17 -0.75 0.017
H 4.149119 -3.348554 -0.793133 0.21 0.09 0.33 0.016
H 3.749789 -3.199332 -2.727057 0.08 0.29 -0.26 0.018
H 2.756495 -4.466347 -1.650218 -0.22 -0.25 0.15 0.020
C 2.370211 1.465345 2.013581 -0.02 -0.20 -0.34 -0.363
C 2.578469 2.002906 3.426593 0.07 -0.03 0.15 -0.375
As 2.676946 0.614707 4.871482 0.05 0.21 0.43 1.365
C 4.421860 0.929287 5.694957 0.02 -0.04 -0.06 -0.415
C 5.570061 1.346449 5.037884 -0.24 0.08 -0.26 -0.116
C 6.776979 1.422502 5.715884 0.15 -0.02 0.01 -0.084
C 6.851834 1.061160 7.050077 0.06 0.05 -0.06 -0.082
C 5.712233 0.633648 7.712790 0.05 -0.05 0.02 -0.077
C 4.511551 0.562721 7.036625 -0.31 -0.03 -0.06 -0.131
C 1.681213 1.644169 6.210542 0.02 -0.13 -0.14 -0.423
C 2.107476 2.911598 6.582043 0.13 0.03 -0.11 -0.105
C 1.396126 3.642426 7.513415 0.05 0.16 -0.01 -0.069
C 0.241539 3.119622 8.071018 -0.07 0.05 0.09 -0.081
C -0.186627 1.853612 7.714752 -0.16 0.01 0.10 -0.089
C 0.537903 1.114835 6.796268 0.17 -0.24 -0.21 -0.146
P 0.770841 0.576686 1.704264 0.55 0.67 1.67 1.030
C -0.421894 1.787228 2.369720 -0.13 -0.31 -0.43 -0.348
C -0.789762 1.937790 3.702164 0.11 -0.16 0.01 -0.090
C -1.665302 2.948804 4.064839 0.01 0.00 0.08 -0.051
C -2.184544 3.808411 3.109767 0.03 0.00 0.03 -0.057
C -1.822765 3.664777 1.779037 0.04 0.12 -0.02 -0.056
C -0.939770 2.665338 1.417379 0.03 -0.15 0.04 -0.104
C 0.910925 -0.873545 2.802154 -0.20 -0.32 -0.37 -0.453
C -0.034313 -1.303316 3.728494 0.04 0.12 -0.12 -0.151
C 0.203892 -2.442532 4.483591 -0.06 0.02 0.07 -0.080
C 1.370976 -3.166894 4.313820 0.08 0.00 0.01 -0.062
C 2.274241 -2.797937 3.327495 -0.02 -0.06 -0.01 -0.063
C 2.032590 -1.674988 2.562528 -0.18 0.07 -0.09 -0.160
H 3.183067 0.787510 1.734727 -0.07 0.08 -0.12 0.079
H 2.374887 2.301975 1.303784 0.05 -0.15 -0.02 0.092
H 1.772543 2.694493 3.687483 0.16 -0.06 0.05 0.059
H 3.513715 2.567826 3.429344 -0.06 0.04 0.06 0.067
H 5.532193 1.619176 3.987714 0.03 0.00 0.02 0.093
H 7.664778 1.754031 5.196208 0.04 0.02 -0.03 0.106
H 7.796468 1.104936 7.568761 0.10 0.03 0.07 0.105
H 5.762579 0.346803 8.751325 0.01 -0.03 0.13 0.106
H 3.615578 0.226701 7.550781 0.10 0.01 0.07 0.100
H 3.015276 3.316765 6.149290 0.00 0.05 0.04 0.111
H 1.746619 4.620553 7.804469 0.01 0.12 0.05 0.108
H -0.315472 3.695602 8.793033 -0.07 0.06 0.10 0.106
H -1.081569 1.441853 8.156803 -0.07 -0.06 0.08 0.104
H 0.223963 0.109691 6.530760 -0.04 0.00 0.02 0.090
H -0.377097 1.298135 4.470353 -0.02 0.03 -0.04 0.068
H -1.921618 3.071359 5.106577 -0.03 0.02 0.10 0.110
H -2.851795 4.602100 3.409932 -0.09 0.04 -0.01 0.112
H -2.214892 4.336199 1.028369 -0.02 0.04 -0.01 0.113
H -0.633236 2.548738 0.387898 -0.05 0.10 -0.12 0.082
H -0.948178 -0.748528 3.876909 -0.06 0.11 0.07 0.087
H -0.520698 -2.760650 5.218145 -0.07 0.00 0.10 0.110
H 1.577143 -4.021290 4.940172 -0.03 -0.11 0.02 0.113
H 3.163747 -3.385277 3.159955 0.08 -0.04 -0.05 0.119
H 2.723626 -1.410913 1.774343 0.16 0.01 -0.02 0.100
```
Forces are in eV/Å.

Summary:
**Multiplicity**: 4
**Frontier orbital gap (spin up / spin down)**: 7.97 / 7.05 eV
**HOMO level (spin up / spin down)**: -10.415 / -10.420 eV
**Net charge**: +1



[3]
C29H35BFNO5S | ωB97M-V/def2-TZVPD

```
73
Properties=species:S:1:pos:R:3:forces:R:3:lowdin_charge:R:1
C -3.496967 -0.362643 -2.863899 -1.46 0.60 0.08 -0.066
C -3.081907 -0.224833 -1.283848 0.61 0.71 -0.65 -0.265
F -4.139300 -0.829439 -0.433965 2.26 1.14 -1.59 -0.095
C -1.618736 -0.851063 -0.890650 -0.44 -0.17 0.04 -0.046
C -1.453537 -2.459676 -1.173544 2.59 0.41 1.10 -0.301
B -0.890805 -3.011799 0.307289 0.17 -0.73 0.80 -0.375
N -1.940014 -3.578534 1.253850 1.20 0.86 -1.24 0.128
O 0.553181 -2.950138 0.693773 -2.51 -2.47 -1.68 0.002
C -0.283751 -2.868281 -2.296375 1.18 1.01 0.37 -0.135
O -0.586544 -4.282127 -2.572047 -3.09 1.47 -0.93 -0.235
S -2.299932 -4.244258 -2.844074 -5.17 -3.01 -1.63 0.925
O -3.043453 -5.580518 -2.506045 3.91 5.11 -1.04 -0.321
O -2.782273 -3.681979 -4.238083 2.99 -1.38 5.91 -0.320
O -2.676281 -3.259333 -1.465309 2.40 -0.01 -2.93 -0.209
H -2.605553 -0.315866 -3.620710 -1.52 -0.31 1.72 0.094
H -4.183873 0.581597 -3.113312 1.51 -2.05 0.55 0.093
H -4.197741 -1.302048 -3.062161 1.88 1.86 0.53 0.101
H -3.021574 0.940616 -1.032884 -0.35 -2.67 -0.26 0.154
H -1.478340 -0.657819 0.278093 -0.29 -0.35 -2.40 0.139
H -0.708409 -0.320881 -1.445903 -2.18 -0.85 1.09 0.142
H -2.777885 -2.956550 1.247933 0.54 -1.20 -0.31 0.089
H -2.166970 -4.558520 0.976495 -0.15 1.16 0.41 0.104
H 0.941287 -3.872406 0.539734 -0.66 1.82 0.54 0.141
H -0.182410 -2.175670 -3.245709 -0.87 -1.55 1.58 0.152
H 0.838604 -2.900609 -1.899820 -2.71 0.18 -0.26 0.160
C 3.218480 -0.730103 1.196770 -0.03 0.21 -0.04 -0.084
C 1.887413 -0.341870 1.047276 -0.15 0.24 0.09 -0.104
C 1.564576 1.008394 0.915645 0.37 0.00 0.15 -0.117
C 2.573274 1.971859 0.937870 -0.01 -0.15 0.03 -0.094
C 3.903519 1.584343 1.096701 -0.11 -0.07 -0.03 -0.086
C 4.226787 0.233775 1.224568 -0.19 0.01 -0.06 -0.089
H 3.470326 -1.782771 1.292569 -0.06 0.13 0.01 0.103
H 1.101011 -1.092363 1.032507 0.43 0.35 0.06 0.066
H 0.527415 1.310322 0.795729 0.09 -0.02 0.04 0.097
H 2.322335 3.023698 0.832751 0.07 -0.10 0.02 0.090
H 4.689268 2.335478 1.120022 -0.13 -0.12 -0.01 0.103
H 5.263691 -0.068223 1.345977 -0.14 0.05 -0.02 0.101
C 1.926010 1.925587 -4.861342 0.02 -0.06 0.17 -0.094
C 2.759541 0.816021 -4.723865 -0.08 0.04 0.09 -0.094
C 2.881594 0.183485 -3.487027 -0.17 0.16 -0.05 -0.089
C 2.172846 0.663491 -2.385438 0.01 -0.03 -0.16 -0.092
C 1.346479 1.778731 -2.520716 0.05 -0.08 -0.19 -0.102
C 1.221467 2.409052 -3.758437 0.09 -0.13 -0.01 -0.095
H 1.825930 2.414141 -5.826749 0.02 -0.06 0.14 0.101
H 3.313895 0.443403 -5.581613 -0.09 0.06 0.13 0.101
H 3.528663 -0.683301 -3.381070 -0.07 0.13 0.00 0.102
H 2.265715 0.169358 -1.422320 0.04 0.11 -0.15 0.076
H 0.798615 2.156620 -1.660951 0.09 -0.05 -0.10 0.083
H 0.575634 3.276703 -3.864242 0.08 -0.11 0.01 0.101
C 1.136029 5.682894 -0.515871 0.06 0.24 0.00 -0.103
C 0.560159 6.477679 0.474835 0.08 0.06 -0.11 -0.096
C 0.808668 7.849651 0.501381 0.09 -0.09 -0.14 -0.096
C 1.637334 8.426907 -0.461072 -0.04 -0.21 0.02 -0.096
C 2.220688 7.630662 -1.446282 -0.10 -0.06 0.11 -0.096
C 1.969200 6.259236 -1.475126 -0.08 0.07 0.12 -0.093
H 0.936819 4.614984 -0.540281 0.03 0.12 -0.01 0.080
H -0.083569 6.027583 1.226444 0.09 0.07 -0.11 0.100
H 0.356949 8.469278 1.271611 0.07 -0.10 -0.11 0.100
H 1.829069 9.496144 -0.442209 -0.02 -0.15 0.00 0.100
H 2.871309 8.079379 -2.192937 -0.11 -0.07 0.12 0.101
H 2.421991 5.639243 -2.244347 -0.06 0.07 0.10 0.099
C -2.684866 -4.253010 7.293416 0.02 0.00 -0.19 -0.102
C -1.926718 -5.313753 6.798598 -0.03 0.10 -0.08 -0.102
C -1.633166 -5.386756 5.437252 -0.15 0.20 0.12 -0.097
C -2.101814 -4.400447 4.569040 0.00 -0.12 0.13 -0.096
C -2.867833 -3.344637 5.062423 0.08 -0.14 0.13 -0.096
C -3.158257 -3.269559 6.424371 0.11 -0.14 -0.05 -0.100
H -2.907754 -4.192821 8.355212 0.02 -0.01 -0.15 0.098
H -1.563603 -6.083805 7.474655 -0.05 0.12 -0.09 0.098
H -1.039394 -6.211772 5.052508 -0.08 0.11 0.06 0.098
H -1.871110 -4.455647 3.508797 -0.04 0.11 0.20 0.064
H -3.238204 -2.579018 4.385073 0.07 -0.11 0.09 0.096
H -3.753233 -2.445464 6.809058 0.08 -0.11 -0.05 0.098
```
Forces are in eV/Å.

Summary:
**Multiplicity**: 1
**Frontier orbital gap**: 8.91 eV
**SMILES**: C[C@@H](F)C[C@]1(B(N)O)COS(=O)(=O)O1.c1ccccc1.c1ccccc1.c1ccccc1.c1ccccc1
**HOMO level**: -9.172 eV